[1]
{"formula": "C2H2NOP", "method": "ωB97M-V/def2-TZVPD", "lumo_ev": [0.28, 0.28], "de_lowest_ev": 2.1152, "homo_energy_ev": [-8.2592, -8.2592], "smiles": "O/P=c1/cn1", "species": ["C", "C", "N", "O", "P", "H", "H"], "xyz": [[-0.86803, 1.52653, 0.64734], [-0.18257, 0.35699, 0.32695], [-0.08689, 1.71129, -0.34972], [1.15095, -1.14759, -1.22927], [0.17590, -1.27872, 0.09670], [-1.63363, 1.78157, 1.33030], [1.51872, -0.31315, -1.28021]], "mulliken_charge": [0.00, 0.27, -0.42, -0.47, -0.01, 0.31, 0.32]}

[2]
{"formula": "C7H7O5S", "method": "ωB97M-V/def2-TZVPD", "lumo_ev": [2.95, 2.95], "charge": -1, "de_lowest_ev": 4.2062, "homo_energy_ev": [-3.8262, -3.8304], "smiles": "CO/C([O-])=C1\\OCC=CC1=S(=O)=O", "species": ["C", "C", "C", "C", "C", "C", "C", "O", "O", "O", "O", "O", "S", "H", "H", "H", "H", "H", "H", "H"], "xyz": [[-1.61444, 1.87179, 0.09571], [-0.55434, 2.73551, -0.00948], [-1.41673, 0.47642, -0.11030], [0.10263, 0.05439, 0.08391], [0.46684, -1.31478, -0.01854], [0.83432, 2.19068, -0.29772], [2.29725, -2.84041, -0.04133], [-3.69887, -0.59923, -0.80031], [-0.30006, -2.24545, -0.18856], [-2.82777, -0.12346, 1.52022], [1.09278, 0.97985, 0.43335], [1.84892, -1.54327, 0.04706], [-2.61446, -0.82312, 0.20969], [-2.46979, 2.28938, 0.60264], [-0.71183, 3.76107, 0.16329], [1.15730, 1.85315, -1.42419], [1.60482, 2.85538, -0.00653], [2.56337, -3.32639, 0.90206], [2.99679, -2.93585, -0.78174], [1.24328, -3.31566, -0.37924]], "mulliken_charge": [-0.54, -0.29, 0.55, -0.34, 0.91, -0.60, -0.66, -0.69, -0.67, -0.65, -0.42, -0.29, 0.61, 0.33, 0.44, 0.24, 0.31, 0.23, 0.25, 0.28]}

[3]
{"formula": "C4H10O2", "method": "ωB97M-V/def2-TZVPD", "lumo_ev": 0.89, "de_lowest_ev": 1.1254, "homo_energy_ev": -10.0673, "smiles": "C[C@@H](O)CCO", "species": ["C", "C", "O", "C", "C", "O", "H", "H", "H", "H", "H", "H", "H", "H", "H", "H"], "xyz": [[-0.22928, 2.01626, -0.32941], [-0.27083, 0.50761, -0.19638], [-0.95449, -0.09489, -1.26660], [1.07225, -0.20566, 0.00126], [0.78094, -1.71260, 0.24868], [-0.62072, -1.97639, 0.40862], [-1.25446, 2.38086, -0.45847], [0.18304, 2.44085, 0.59455], [0.37041, 2.36525, -1.17566], [-0.83693, 0.34182, 0.76805], [-1.02481, -1.03349, -0.95591], [1.60388, 0.23400, 0.85434], [1.70347, -0.07728, -0.88788], [1.27424, -2.07362, 1.15232], [1.11522, -2.32828, -0.59165], [-0.95976, -1.22324, 0.92801]], "mulliken_charge": [-1.53, 0.31, -0.62, -0.38, -0.37, -0.62, 0.35, 0.36, 0.35, 0.19, 0.49, 0.27, 0.31, 0.30, 0.28, 0.31]}

[4]
{"formula": "C22H35Cl39IN2", "method": "ωB97M-V/def2-TZVPD", "lumo_ev": -2.19, "charge": 1, "homo_energy_ev": -11.8829, "species": ["C", "C", "C", "N", "C", "C", "C", "C", "I", "N", "C", "C", "H", "H", "H", "H", "H", "H", "H", "H", "H", "H", "H", "H", "H", "H", "H", "H", "H", "H", "H", "H", "H", "H", "C", "Cl", "Cl", "Cl", "H", "C", "Cl", "Cl", "Cl", "H", "C", "Cl", "Cl", "Cl", "H", "C", "Cl", "Cl", "Cl", "H", "C", "Cl", "Cl", "Cl", "H", "C", "Cl", "Cl", "Cl", "H", "C", "Cl", "Cl", "Cl", "H", "C", "Cl", "Cl", "Cl", "H", "C", "Cl", "Cl", "Cl", "H", "C", "Cl", "Cl", "Cl", "H", "C", "Cl", "Cl", "Cl", "H", "C", "Cl", "Cl", "Cl", "H", "C", "Cl", "Cl", "Cl", "H"], "xyz": [[3.60118, 4.03216, 1.95054], [3.52984, 2.94624, 0.86812], [2.06695, 2.61985, 0.56968], [1.60158, 1.23469, 0.98023], [1.91423, 1.06246, 2.42440], [0.12105, 1.15561, 0.66986], [-0.84731, 1.41276, 1.81838], [-2.24149, 1.37969, 1.21946], [-3.72205, 1.28141, 2.75069], [2.38076, 0.29644, 0.20388], [2.11558, -1.11474, 0.57177], [3.23455, -1.79395, 1.34368], [2.89194, 3.85171, 2.75797], [3.36085, 5.00596, 1.53293], [4.59061, 4.08865, 2.39302], [3.97397, 3.37699, -0.02398], [4.10898, 2.07403, 1.13986], [1.93283, 2.62767, -0.51132], [1.37552, 3.35469, 0.96802], [1.68381, 1.97319, 2.95803], [1.37306, 0.22595, 2.84608], [2.97134, 0.85717, 2.53792], [-0.11504, 0.19705, 0.22244], [-0.06990, 1.90888, -0.09054], [-0.77922, 0.57835, 2.51485], [-0.64396, 2.32191, 2.37832], [-2.41118, 2.24427, 0.58658], [-2.36971, 0.48848, 0.61506], [2.05156, 0.41253, -0.75077], [1.99105, -1.65155, -0.36567], [1.17849, -1.24718, 1.11583], [2.96600, -2.84652, 1.41827], [3.28831, -1.41861, 2.36251], [4.18629, -1.72922, 0.83110], [-2.30685, 5.60280, -0.43782], [-2.26482, 6.61476, -1.87085], [-3.67077, 4.48421, -0.48054], [-0.77734, 4.71186, -0.25935], [-2.42270, 6.23874, 0.43352], [-2.87920, -0.73692, -2.67017], [-3.49906, 0.90458, -2.50076], [-2.71383, -1.18643, -4.36052], [-1.32357, -0.90942, -1.82890], [-3.57908, -1.41368, -2.19368], [-4.81495, 6.44001, 3.11069], [-3.21205, 5.85255, 2.62986], [-5.33824, 7.75845, 2.06783], [-5.98363, 5.12535, 3.07989], [-4.74131, 6.81352, 4.12310], [6.72060, -1.95267, 2.92578], [6.16274, -0.29627, 3.22368], [6.70318, -2.31541, 1.19810], [8.32378, -2.19334, 3.60261], [6.03776, -2.63029, 3.42094], [-5.62445, 8.49977, -2.76141], [-5.11755, 8.25151, -1.08780], [-7.27724, 9.10325, -2.83204], [-4.51609, 9.59202, -3.59210], [-5.59235, 7.54263, -3.26478], [-6.64130, -0.94453, -0.67694], [-5.05939, -1.61273, -0.25254], [-7.08352, -1.41377, -2.31527], [-7.85846, -1.46581, 0.48542], [-6.57158, 0.13459, -0.63766], [-6.56437, -5.39452, 0.88118], [-5.49390, -5.64348, 2.26565], [-5.63937, -4.91788, -0.54302], [-7.51591, -6.83972, 0.55665], [-7.24310, -4.58770, 1.12426], [-2.54010, -7.73790, -1.58383], [-1.35278, -9.01413, -1.29188], [-3.77934, -8.27301, -2.71543], [-3.25667, -7.18979, -0.07102], [-2.01635, -6.90175, -2.02755], [5.63718, -5.01654, -2.15610], [6.56884, -5.89109, -3.36451], [5.49449, -5.95209, -0.66719], [6.35726, -3.43318, -1.82692], [4.64202, -4.85651, -2.54876], [7.60914, 3.29497, 0.54064], [7.15818, 4.77989, 1.37679], [6.84831, 1.87695, 1.28082], [7.20275, 3.39569, -1.17374], [8.68091, 3.17756, 0.62819], [9.54038, -7.31551, -5.23554], [9.54487, -6.14995, -6.55906], [8.04462, -8.25493, -5.23473], [10.94582, -8.37383, -5.32184], [9.58981, -6.76574, -4.30490], [-10.15780, 5.03802, 3.14161], [-11.76485, 4.69758, 3.77530], [-9.25626, 3.54017, 2.88078], [-10.24949, 5.97632, 1.65209], [-9.62247, 5.62522, 3.87549], [1.58218, -7.82713, -3.24858], [0.65972, -6.32166, -3.13922], [1.96016, -8.20452, -4.92533], [3.05062, -7.72448, -2.27595], [0.96633, -8.62168, -2.84984]], "mulliken_charge": [-1.31, -0.10, -0.95, 0.98, -1.25, -0.14, -0.39, -0.50, 0.04, -0.49, -0.43, -1.27, 0.34, 0.36, 0.29, 0.37, -0.05, 0.52, 0.60, 0.44, 0.51, 0.17, -0.48, 0.42, 0.49, 0.27, 0.08, 0.35, 0.32, 0.60, 0.24, 0.44, 0.34, 0.18, 0.07, -0.09, -0.05, -0.11, 0.15, 0.37, -0.06, -0.12, -0.09, -0.10, -0.09, -0.11, -0.10, -0.05, 0.39, -0.02, -0.11, -0.07, -0.11, 0.31, 0.00, -0.04, -0.12, -0.12, 0.27, 0.04, -0.10, -0.10, -0.12, 0.31, 0.13, -0.12, -0.07, -0.11, 0.18, 0.27, -0.15, -0.12, -0.08, 0.07, 0.04, -0.03, -0.14, -0.13, 0.27, -0.11, -0.12, -0.03, -0.12, 0.38, 0.10, -0.11, -0.13, -0.12, 0.26, 0.07, -0.12, -0.12, -0.11, 0.27, 0.23, -0.13, -0.12, -0.07, 0.10]}

[5]
{"formula": "C39H55BBr2ClF3N6O7P", "method": "ωB97M-V/def2-TZVPD", "lumo_ev": 1.93, "charge": -1, "homo_energy_ev": -4.8338, "species": ["C", "C", "C", "O", "C", "O", "B", "C", "C", "C", "F", "Br", "C", "F", "F", "Br", "P", "O", "Cl", "O", "C", "C", "C", "C", "O", "O", "C", "O", "C", "C", "H", "H", "H", "H", "H", "H", "H", "H", "H", "H", "H", "H", "H", "H", "H", "H", "H", "H", "H", "H", "H", "H", "H", "H", "H", "N", "C", "C", "C", "C", "H", "H", "H", "H", "H", "N", "C", "C", "C", "C", "H", "H", "H", "H", "H", "N", "C", "C", "C", "C", "H", "H", "H", "H", "H", "N", "C", "C", "C", "C", "H", "H", "H", "H", "H", "N", "C", "C", "C", "C", "H", "H", "H", "H", "H", "N", "C", "C", "C", "C", "H", "H", "H", "H", "H"], "xyz": [[-1.61431, 2.79381, 4.33133], [-1.56110, 1.37265, 3.77918], [-1.96023, 1.32922, 2.30967], [-1.67366, 0.06372, 1.72995], [-0.80224, -0.08507, 0.60544], [-0.61216, -1.44984, 0.45627], [0.42649, -1.80978, 1.45715], [1.51889, -2.91203, 0.97690], [1.03904, -4.35087, 0.68626], [0.92659, -4.75853, -0.76513], [0.77015, -6.12448, -0.84640], [-0.64798, -3.98109, -1.61038], [2.12570, -4.45192, -1.70204], [2.13686, -3.19298, -2.10381], [2.04648, -5.20641, -2.80018], [3.82432, -4.83519, -0.86144], [-0.48340, -2.21134, 3.22157], [-1.93356, -2.86834, 2.70929], [0.50524, -3.97030, 3.91092], [1.13851, -0.51349, 1.73874], [0.66144, 0.41522, 0.78832], [1.01182, 1.79811, 1.33592], [0.79557, 3.08276, 0.49164], [-0.50176, 3.24598, -0.25412], [-1.44636, 3.86433, 0.13618], [-0.51459, 2.62882, -1.45190], [1.37416, 0.20108, -0.57328], [2.78434, 0.23567, -0.36962], [3.49936, 0.91408, -1.37410], [3.45757, 0.21290, -2.73097], [-1.36798, 2.80107, 5.39841], [-0.87969, 3.43107, 3.82621], [-2.60440, 3.24309, 4.20737], [-0.55647, 0.94580, 3.88044], [-2.22032, 0.70530, 4.34726], [-1.51499, 2.14766, 1.74522], [-3.04429, 1.48240, 2.23330], [-1.30509, 0.30079, -0.29611], [2.09214, -2.50460, 0.13706], [2.23588, -2.97811, 1.80252], [1.68165, -5.10333, 1.15578], [0.04415, -4.50479, 1.11594], [-1.85253, -3.27941, 1.83605], [2.08517, 1.73454, 1.54140], [0.53526, 1.94586, 2.30364], [1.62274, 3.23325, -0.20974], [0.80423, 3.92766, 1.18787], [-1.43348, 2.66264, -1.77011], [1.08539, 0.95523, -1.31092], [1.07848, -0.77687, -0.96578], [3.14136, 1.95190, -1.48625], [4.53388, 0.97421, -1.01954], [3.49324, -0.87185, -2.60956], [4.28811, 0.56809, -3.35122], [2.53913, 0.46109, -3.27515], [-2.59853, -6.62937, -3.14248], [-3.86333, -7.04269, -3.44939], [-3.76311, -8.05071, -4.37324], [-2.37822, -8.24932, -4.63047], [-1.68793, -7.35480, -3.85374], [-2.35888, -5.89964, -2.49308], [-4.72355, -6.58999, -2.98685], [-4.58821, -8.58552, -4.81373], [-1.94014, -8.96573, -5.30541], [-0.63208, -7.17413, -3.74355], [-4.45263, -2.03405, 1.86682], [-5.22609, -3.14524, 2.04941], [-6.50694, -2.84312, 1.66439], [-6.50563, -1.48868, 1.23331], [-5.22345, -1.02032, 1.37018], [-3.45887, -1.97973, 2.06285], [-4.79993, -4.05378, 2.44017], [-7.34791, -3.51625, 1.69126], [-7.34740, -0.92443, 0.86577], [-4.80575, -0.05385, 1.15425], [5.85433, 1.17557, -6.01348], [7.01297, 1.59068, -5.41768], [7.00996, 2.95989, -5.40531], [5.79805, 3.38501, -6.01770], [5.10715, 2.25953, -6.38040], [5.58786, 0.21820, -6.15291], [7.73551, 0.88218, -5.05131], [7.78972, 3.58496, -5.00272], [5.46756, 4.39894, -6.17259], [4.15159, 2.14029, -6.86100], [-6.06178, 3.96169, 2.65952], [-5.70310, 3.17035, 1.60102], [-4.48378, 3.60070, 1.14912], [-4.09280, 4.69777, 1.96296], [-5.08619, 4.89694, 2.88422], [-6.90720, 3.86750, 3.19011], [-6.33701, 2.36606, 1.26724], [-3.92099, 3.17275, 0.33787], [-3.17841, 5.25997, 1.87799], [-5.17766, 5.61454, 3.68166], [-4.44756, -2.04181, 5.42694], [-5.33955, -2.18405, 6.45214], [-4.64034, -2.64749, 7.53854], [-3.28104, -2.80371, 7.13883], [-3.19878, -2.40811, 5.82930], [-4.66352, -1.73588, 4.49285], [-6.38394, -1.95870, 6.32112], [-5.05964, -2.86814, 8.50682], [-2.46167, -3.16249, 7.73885], [-2.40620, -2.36775, 5.10251], [7.96794, 7.74247, -4.74066], [7.76929, 6.51355, -4.17355], [8.55264, 6.43756, -3.05358], [9.25279, 7.67067, -2.94241], [8.87045, 8.45411, -3.99820], [7.52088, 8.06989, -5.57653], [7.08792, 5.80387, -4.60997], [8.61529, 5.59383, -2.38702], [9.95428, 7.94922, -2.17402], [9.16081, 9.45140, -4.28048]], "mulliken_charge": [-1.32, -0.25, 0.85, 0.22, -1.11, -0.48, 0.67, -0.43, -0.95, 0.66, -0.34, -0.17, 0.36, -0.13, -0.26, -0.13, 0.24, -0.41, -0.41, -0.74, 2.60, -1.61, -0.83, 0.24, -0.52, -0.42, -1.87, -0.34, -0.18, -0.88, 0.41, 0.25, 0.22, 0.19, 0.35, -0.74, 0.18, 0.12, 0.19, 0.30, 0.43, 0.24, 0.29, 0.51, 0.41, 0.32, 0.51, 0.36, 0.85, 0.33, 0.07, 0.45, 0.13, 0.30, 0.27, 0.16, -0.50, -0.43, -0.58, -0.30, 0.10, 0.38, 0.38, 0.38, 0.36, 0.34, -0.46, -0.85, -0.45, -0.56, 0.30, 0.47, 0.43, 0.45, 0.41, 0.07, -0.90, 0.03, -0.19, -0.70, 0.19, 0.36, 0.38, 0.39, 0.37, 0.04, -0.86, -0.07, -0.37, -0.74, 0.19, 0.47, 0.49, 0.48, 0.40, 0.29, -0.55, -0.49, -0.82, -0.41, 0.14, 0.43, 0.38, 0.44, 0.53, -0.01, -0.24, -0.35, -0.46, -0.48, 0.19, 0.19, 0.40, 0.39, 0.37]}

[6]
{"formula": "C3H2N2O", "method": "ωB97M-V/def2-TZVPD", "lumo_ev": [0.01, 0.01], "de_lowest_ev": 5.8204, "homo_energy_ev": [-8.7863, -8.7856], "smiles": "c1[nH]nc2c1O2", "species": ["C", "C", "C", "N", "N", "O", "H", "H"], "xyz": [[0.84941, -0.04721, -0.44167], [-0.22364, 1.06876, -0.73851], [-1.23450, 0.45606, 0.08447], [-0.96272, -0.54116, 0.84959], [0.39877, -0.69743, 0.64719], [-1.65965, 0.93750, -1.06039], [1.89309, 0.04503, -0.66640], [0.93925, -1.22156, 1.32571]], "mulliken_charge": [-0.24, -0.29, 0.67, -0.68, 0.20, -0.27, 0.36, 0.26]}